1.
Below is a structure of composition C22H26N4NiO2 at a distorted geometry, with properties calculated with ωB97M-V/def2-TZVPD.

Structure (ORCA input):
```
! RIJCOSX wB97M-V def2-TZVPD def2/J DEFGRID3
* xyz 0 3
Ni -0.3632 0.2240 -0.0332
O -1.7506 1.6525 -0.3350
H -1.3016 2.0755 -1.0732
C 1.7021 -3.1696 -1.4458
C 2.0568 -1.7910 -0.8726
O 1.0169 -1.2365 -0.1936
H 1.1695 -3.8432 -0.7725
H 2.5755 -3.6850 -1.8635
H 1.0385 -3.0167 -2.3078
H 2.3123 -1.1706 -1.7585
H 3.0055 -1.8871 -0.3097
N 0.4686 0.9806 -1.9869
C 0.0384 0.2932 -3.0394
C 0.3367 0.6025 -4.3588
C 1.1504 1.7079 -4.5582
C 1.6677 2.4049 -3.4816
C 1.2633 2.0204 -2.2118
H -0.5858 -0.5720 -2.8486
H -0.0434 -0.0079 -5.1628
H 1.3810 2.0138 -5.5742
H 2.3385 3.2238 -3.6962
H 1.6335 2.5719 -1.3564
N -1.8661 -1.1965 -0.5854
C -2.8378 -0.9213 -1.4470
C -3.7496 -1.8691 -1.8856
C -3.6072 -3.1927 -1.4999
C -2.6228 -3.4738 -0.5694
C -1.7685 -2.4538 -0.1745
H -2.8471 0.0701 -1.8792
H -4.4543 -1.5758 -2.6529
H -4.3497 -3.9144 -1.8165
H -2.4012 -4.4672 -0.2043
H -0.9552 -2.7386 0.4804
N -0.6864 -0.2059 2.0555
C 0.0131 -1.1452 2.6969
C -0.0912 -1.3727 4.0609
C -0.8687 -0.5073 4.8123
C -1.5706 0.4923 4.1611
C -1.4481 0.6018 2.7858
H 0.5692 -1.8022 2.0321
H 0.5792 -2.0952 4.5064
H -0.9550 -0.6462 5.8836
H -2.1949 1.2021 4.6850
H -2.0247 1.3517 2.2544
N 0.9943 1.7861 0.9547
C 2.1740 1.4694 1.4934
C 2.8296 2.2771 2.4017
C 2.3151 3.5417 2.6677
C 1.0928 3.8671 2.1146
C 0.4478 2.9454 1.2952
H 2.5368 0.4706 1.2738
H 3.7366 1.9008 2.8549
H 2.8186 4.2487 3.3138
H 0.6019 4.8083 2.3242
H -0.5205 3.1536 0.8464
*
```

**<S²>**: 2.00
**HOMO level (spin up / spin down)**: -0.26399 / -0.26378 Ha
**Orbital gap (spin up / spin down)**: 7.91 / 7.92 eV

Atom charges from the Löwdin analysis, given in e for atoms 1 to 2: Ni 0.560; O -0.400

2.
Below is the molecule C22H26N4O4 at a distorted geometry, with properties calculated with ωB97M-V/def2-TZVPD.

Structure (ORCA input):
```
! RIJCOSX wB97M-V def2-TZVPD def2/J DEFGRID3
* xyz 0 1
C -0.1885 -2.2521 2.4761
C 1.0560 -1.8886 1.6865
O 1.3939 -0.5350 1.9556
C 2.6099 -0.1411 1.4015
O 2.4984 -0.1585 0.0008
C 3.6767 -0.4597 -0.7362
C 3.9834 -1.9523 -0.7841
H 4.8363 -2.1201 -1.4351
H 3.1263 -2.4945 -1.1769
H 4.2201 -2.3431 0.2037
H 4.5248 0.1044 -0.3328
H 3.4635 -0.0877 -1.7408
C 2.9113 1.2932 1.9138
N 2.1712 2.2447 1.1288
C 2.6704 2.6049 -0.0838
O 3.8500 2.6502 -0.3426
C 1.5771 2.9896 -1.0939
N 0.6053 1.9180 -1.1631
N -0.3187 1.9462 -0.2034
C -1.1434 0.9689 -0.0300
C -1.0802 -0.2241 -0.8306
C -1.9058 -1.3409 -0.6488
C -1.7413 -2.4595 -1.4331
C -0.7547 -2.4994 -2.4169
C 0.0620 -1.4096 -2.6157
C -0.0944 -0.2656 -1.8326
C 0.8091 0.8687 -2.0391
O 1.6672 0.9245 -2.8994
H 0.8349 -1.4067 -3.3693
H -0.6361 -3.3857 -3.0220
H -2.3823 -3.3161 -1.2841
H -2.6763 -1.3236 0.1062
C -2.1526 1.1491 1.0670
C -3.5672 1.0786 0.5601
C -3.9283 1.6813 -0.6401
C -5.2445 1.5929 -1.0622
N -6.1886 0.9657 -0.3819
C -5.8496 0.3994 0.7627
C -4.5628 0.4238 1.2762
H -4.3399 -0.0588 2.2169
H -6.6499 -0.1016 1.2916
H -5.5620 2.0460 -1.9921
H -3.1951 2.2082 -1.2316
H -1.9813 2.1327 1.5132
H -1.9947 0.3971 1.8441
H 2.0342 3.1126 -2.0768
H 1.0730 3.9041 -0.7770
H 1.1626 2.1491 1.1881
H 2.6269 1.3609 2.9636
H 3.9731 1.5129 1.7900
H 3.4146 -0.8269 1.7318
H 1.8968 -2.5332 1.9850
H 0.8851 -2.0206 0.6105
H -0.0218 -2.0744 3.5350
H -0.4262 -3.3005 2.3201
H -1.0280 -1.6478 2.1474
*
```

**HOMO level**: -0.32112 Ha
**Orbital gap**: 8.80 eV

Atom charges from the Löwdin analysis, given in e for atoms 1 to 2: C -0.054; C -0.244

3.
Below is the molecule C22H26N6O2 at a distorted geometry, with properties calculated with ωB97M-V/def2-TZVPD.

Structure (ORCA input):
```
! RIJCOSX wB97M-V def2-TZVPD def2/J DEFGRID3
* xyz 0 1
C -0.8209 -2.8751 1.9941
H -0.6155 -3.7229 2.6423
H -1.4850 -2.1901 2.5159
H 0.1116 -2.3586 1.7870
C -1.4520 -3.3602 0.6902
N -1.7685 -2.2737 -0.1975
C -2.8871 -1.5153 -0.2269
C -2.7246 -0.6196 -1.2731
C -1.4535 -0.9131 -1.8113
N -0.8970 -1.9124 -1.1463
C -0.7687 -0.2636 -2.9602
H -0.3977 0.7199 -2.6723
H -1.4576 -0.1466 -3.7951
H 0.0725 -0.8778 -3.2693
C -3.6597 0.4734 -1.6834
N -3.3664 1.7019 -0.9592
C -3.9224 1.9664 0.2377
O -4.8826 1.3674 0.6844
C -3.2256 3.0755 1.0176
H -3.9475 3.5239 1.6998
H -2.8275 3.8347 0.3460
C -2.0821 2.4566 1.8344
C -0.9997 1.9533 0.9548
N -0.6560 2.4194 -0.2012
N 0.3675 1.6604 -0.6528
C 0.6003 0.7623 0.2442
O -0.2369 0.8943 1.3038
C 1.5935 -0.3356 0.1953
C 2.8746 0.1050 -0.4398
C 3.0331 0.6075 -1.6981
N 4.3473 0.9103 -1.9182
C 5.0687 0.6100 -0.8003
C 6.4270 0.7380 -0.5399
C 6.8796 0.3466 0.7013
C 6.0040 -0.1622 1.6648
C 4.6576 -0.2933 1.4128
C 4.1679 0.0952 0.1652
H 3.9943 -0.6890 2.1683
H 6.3998 -0.4569 2.6257
H 7.9296 0.4331 0.9383
H 7.1022 1.1316 -1.2857
H 4.7187 1.3064 -2.7644
H 2.2870 0.7818 -2.4467
H 1.7766 -0.6833 1.2128
H 1.1408 -1.1528 -0.3832
H -1.6640 3.2103 2.5087
H -2.4544 1.6290 2.4425
H -2.4983 2.1677 -1.1920
H -3.5676 0.6751 -2.7529
H -4.6909 0.2004 -1.4495
C -4.0341 -1.7184 0.6942
H -4.6445 -0.8189 0.7257
H -4.6548 -2.5482 0.3520
H -3.6950 -1.9408 1.7036
H -2.3666 -3.9224 0.8969
H -0.7494 -4.0065 0.1591
*
```

**HOMO level**: -0.28862 Ha
**Orbital gap**: 8.62 eV

Atom charges from the Löwdin analysis, given in e for atoms 1 to 2: C -0.061; H 0.074

4.
Below is a cluster of 2 separate species, C22H26NO3 in total at a distorted geometry, with properties calculated with ωB97M-V/def2-TZVPD.

Structure (ORCA input):
```
! RIJCOSX wB97M-V def2-TZVPD def2/J DEFGRID3
* xyz 1 1
C -3.8154 0.1114 -3.0678
C -3.9176 -0.3927 -1.6453
O -2.8400 0.0230 -0.8409
C -2.7563 -0.7977 0.2557
C -1.7635 -0.4673 1.2481
C -1.4815 -1.3490 2.2283
N -0.7367 -1.0864 3.3588
C -0.5885 0.2665 3.9165
C 0.7722 0.4310 4.5896
O 1.0394 -0.6165 5.5139
C 0.9416 -1.9055 4.9173
C -0.4607 -2.1289 4.3552
O -3.4715 -1.7774 0.4235
H -4.6964 -0.1464 -3.6591
H -3.6962 1.1942 -3.0805
H -2.9411 -0.3127 -3.5609
H -4.8292 -0.0381 -1.1459
H -3.9461 -1.4915 -1.6070
H -1.2803 0.4901 1.1791
H -1.9305 -2.3259 2.1526
H -0.7463 1.0171 3.1384
H -1.3909 0.4103 4.6441
H 1.5776 0.4279 3.8480
H 0.8423 1.3754 5.1449
H 1.6841 -1.9492 4.1105
H 1.2165 -2.6588 5.6682
H -1.2102 -2.0400 5.1485
H -0.5845 -3.1234 3.9119
C 1.3868 -0.0562 -2.5236
C 0.6461 1.0864 -2.9256
C -0.2725 0.9216 -3.9870
C -1.0302 1.9683 -4.4512
C -0.9106 3.2191 -3.8709
C -0.0431 3.4088 -2.8073
C 0.7194 2.3672 -2.3347
C 2.4962 -0.2153 -1.6540
C 2.9442 -1.5333 -1.4152
C 4.0095 -1.7922 -0.5906
C 4.6784 -0.7481 0.0247
C 4.2842 0.5586 -0.2098
C 3.2209 0.8297 -1.0385
H 1.0489 -0.9763 -2.9740
H -0.3664 -0.0513 -4.4399
H -1.7192 1.8129 -5.2676
H -1.4968 4.0423 -4.2455
H 0.0190 4.3763 -2.3349
H 1.3240 2.5300 -1.4640
H 2.4332 -2.3462 -1.9032
H 4.3232 -2.8105 -0.4222
H 5.5076 -0.9556 0.6811
H 4.8213 1.3696 0.2560
H 2.9857 1.8547 -1.2474
*
```

**HOMO level**: -0.37732 Ha
**Orbital gap**: 4.32 eV

Atom charges from the Löwdin analysis, given in e for atoms 1 to 2: C -0.062; C -0.259

5.
Below is a structure of composition C22H27BN7O4Sm, with properties calculated with ωB97M-V/def2-TZVPD.

Structure (ORCA input):
```
! RIJCOSX wB97M-V def2-TZVPD def2/J DEFGRID3
* xyz 2 6
Sm 0.7872 0.4971 0.1528
O 4.8743 -1.3184 1.4013
C 3.7960 -0.6083 1.2054
O 3.0642 -0.6924 0.2346
C 3.5455 0.4315 2.2572
C 4.2715 0.5874 3.4258
C 3.9708 1.6801 4.2281
C 3.0176 2.5999 3.8045
C 2.3581 2.3578 2.6132
N 2.5867 1.2695 1.8861
C 1.3966 3.2767 1.9002
O 1.2307 4.5113 2.2881
O 0.8277 2.8670 0.9044
H 5.0151 -1.9458 0.6694
H 5.0501 -0.1147 3.6908
H 4.4978 1.8346 5.1611
H 2.8119 3.4780 4.4049
H 1.7735 4.7687 3.0479
C 2.1523 1.8144 -3.1145
C 0.8763 1.0392 -3.1925
C 0.0905 0.7217 -4.2808
C -0.9855 -0.0117 -3.7767
C -2.1352 -0.5974 -4.5281
N -0.8346 -0.1188 -2.4515
N 0.3176 0.5288 -2.0765
B -1.7549 -0.8387 -1.4179
N -2.2900 0.1713 -0.3624
N -1.4950 0.7270 0.6099
C -2.2988 1.4255 1.4244
C -1.7684 2.1580 2.6142
C -3.6067 1.3386 0.9745
C -3.5668 0.5336 -0.1552
C -4.7008 0.1046 -1.0256
N -0.9724 -1.9658 -0.6796
N -0.0001 -1.7089 0.2543
C 0.3277 -2.8780 0.8175
C 1.3523 -2.9607 1.9031
C -0.4132 -3.8977 0.2391
C -1.2332 -3.2845 -0.6971
C -2.2452 -3.9146 -1.5953
H 2.4674 2.1368 -4.1033
H 2.9573 1.2055 -2.6977
H 2.0303 2.7110 -2.5034
H 0.2625 0.9838 -5.3126
H -2.0288 -0.3734 -5.5866
H -3.0846 -0.1865 -4.1844
H -2.1777 -1.6802 -4.4087
H -2.6741 -1.3189 -2.0002
H -0.8454 1.7019 2.9766
H -2.4871 2.1257 3.4307
H -1.5813 3.2070 2.3780
H -4.4822 1.7871 1.4160
H -5.6127 0.5995 -0.7011
H -4.8594 -0.9732 -0.9717
H -4.5222 0.3658 -2.0689
H 1.5489 -1.9776 2.3330
H 2.2894 -3.3804 1.5333
H 1.0033 -3.6014 2.7114
H -0.3796 -4.9490 0.4769
H -2.1855 -4.9964 -1.5055
H -2.0718 -3.6465 -2.6376
H -3.2581 -3.6061 -1.3334
*
```

**<S²>**: 8.76
**HOMO level (spin up / spin down)**: -0.51752 / -0.51780 Ha
**Orbital gap (spin up / spin down)**: 6.98 / 7.00 eV

Atom charges from the Löwdin analysis, given in e for atoms 1 to 2: Sm 1.908; O 0.209

6.
Below is a cluster of 2 separate species, C22H27ClO9P in total, with properties calculated with ωB97M-V/def2-TZVPD.

Structure (ORCA input):
```
! RIJCOSX wB97M-V def2-TZVPD def2/J DEFGRID3
* xyz -3 1
C -1.7610 1.4268 -5.5649
O -2.7913 1.4531 -4.6035
C -2.2915 1.3058 -3.2760
C -2.4045 -0.1409 -2.7752
C -2.6205 -0.2263 -1.2484
C -3.9352 -0.8883 -0.8358
C -4.4690 -0.3757 0.5243
C -4.2036 -1.3653 1.6568
C -2.8043 -1.2181 2.1842
C -2.3268 -0.0452 2.7287
O -3.1598 1.0649 2.8890
C -0.9733 0.1158 3.1820
O -0.6927 0.8791 4.1499
C -0.0330 -0.7045 2.4373
C 1.3214 -0.3355 2.1787
C 1.8521 0.9843 2.6876
C 3.3905 1.1038 2.8736
C 4.0920 2.1064 1.9557
Cl 4.6448 1.4360 0.4099
C 2.1142 -1.1786 1.4078
C 1.6323 -2.3795 0.8652
C 2.5219 -3.2361 -0.0105
C 1.9727 -3.3837 -1.3893
O 1.2593 -4.3015 -1.7114
C 0.3196 -2.7532 1.1228
C -0.5220 -1.9401 1.8968
C -1.9083 -2.3355 2.1012
O -2.2867 -3.5305 2.1796
H -1.1076 0.5654 -5.4231
H -1.1623 2.3404 -5.5378
H -2.2391 1.3567 -6.5390
H -1.2475 1.6158 -3.2504
H -2.8483 1.9550 -2.6033
H -3.1759 -0.6578 -3.3410
H -1.4501 -0.6188 -2.9950
H -2.5531 0.7821 -0.8449
H -1.7960 -0.7858 -0.8112
H -4.6856 -0.6777 -1.6019
H -3.8134 -1.9687 -0.7984
H -4.0029 0.5846 0.7076
H -5.5434 -0.1980 0.4144
H -4.9388 -1.2835 2.4636
H -4.2722 -2.3723 1.2497
H -3.4975 1.0607 3.7898
H 1.3708 1.2498 3.6186
H 1.5446 1.7412 1.9627
H 3.5442 1.4960 3.8807
H 3.8833 0.1387 2.8270
H 4.9699 2.4843 2.4732
H 3.4695 2.9689 1.7477
H 3.1306 -0.8775 1.1946
H 2.6157 -4.2423 0.3989
H 3.5077 -2.7740 -0.0509
H 2.2292 -2.6453 -2.1651
H -0.0571 -3.6746 0.6983
O 5.8461 4.9596 -0.7058
P 6.4416 4.1809 -1.8967
O 7.5421 3.2176 -1.4105
O 7.0555 5.1647 -2.9136
O 5.3027 3.3764 -2.5544
*
```

**HOMO level**: 0.11195 Ha
**Orbital gap**: 1.43 eV

Atom charges from the Löwdin analysis, given in e for atoms 1 to 2: C -0.131; O -0.206

Energy
In order: -74334.1167 -37386.9593 -36272.6181 -30860.2668 -60446.6476 -63485.7610
Unit: eV